Entry 1:
Computed, not measured: a molecular structure, C6H9O4PV, with ωB97M-V/def2-TZVPD.

Properties
orbital gap (spin up / spin down): 8.49 / 8.51 eV
total charge: +2
LUMO level (spin up / spin down): -10.167 / -10.302 eV
HOMO (spin up / spin down): -0.6856 / -0.6913 hartree
multiplicity: 4

Each line ends with the Löwdin charge.
Positions of all 21 atoms, in Å:
O1 -0.0379 3.7773 -4.0656  0.047
C1 -0.0073 2.6624 -3.8857  -0.029
V1 -0.1625 -1.5483 -1.1931  0.943
C2 1.2914 -1.8344 -2.5085  -0.005
C3 -1.6013 -1.8918 -2.6055  0.025
O2 2.0946 -1.9785 -3.3281  0.241
O3 -2.2921 -1.9686 -3.5281  0.237
C4 -0.2714 -0.7221 3.0500  -0.136
P1 0.0132 -0.2212 1.3611  0.717
C5 1.6146 0.5957 0.9436  -0.146
C6 -1.1547 1.0353 0.6930  -0.151
O4 -0.1032 -1.6815 0.7127  -0.472
H1 0.4994 -1.4649 3.3260  0.092
H2 -1.2269 -1.2813 3.0847  0.093
H3 -0.2864 0.0844 3.7759  0.077
H4 2.4807 -0.0861 0.8247  0.081
H5 1.4962 1.1563 -0.0106  0.062
H6 1.8530 1.3491 1.7285  0.094
H7 -0.7612 1.4579 -0.2514  0.055
H8 -2.1764 0.6760 0.4790  0.078
H9 -1.2617 1.8842 1.3973  0.098

Entry 2:
Computed, not measured: a molecular structure, C6H9O4Sm, with ωB97M-V/def2-TZVPD.

Properties
orbital gap (spin up / spin down): 5.07 / 5.21 eV
relative energy (zero: lowest compared OMol25 entry of this formula, charge and spin): 2.2 kcal per mole
total charge: +1
LUMO level (spin up / spin down): -5.978 / -5.839 eV
HOMO (spin up / spin down): -0.4062 / -0.4062 hartree
multiplicity: 7

Each line ends with the Löwdin charge.
Positions of all 20 atoms, in Å:
O1 -4.4004 -0.1548 -0.9093  -0.157
C1 -3.2053 -0.2164 -0.5076  -0.804
O2 -2.9391 -0.5511 0.6793  -0.088
O3 -2.2675 0.2213 -1.3350  0.033
C2 -0.9221 0.3882 -0.8661  -0.150
Sm1 -5.8407 -0.9727 1.1810  1.797
H1 -0.9745 0.6516 0.1981  0.130
H2 -0.5200 1.1467 -1.5506  0.137
C3 -0.0642 -0.9170 -1.0188  -0.156
C4 1.3253 -0.6914 -0.5220  -0.100
H3 -0.0400 -1.1937 -2.0843  0.121
H4 -0.5433 -1.7167 -0.4338  0.120
H5 1.8766 -1.6058 -0.2756  0.111
C5 1.7643 0.4683 0.0030  -0.088
C6 2.8725 0.5440 1.0093  -0.275
O4 2.4223 1.2720 2.1428  -0.067
H6 1.3929 1.4319 -0.3599  0.115
H7 3.7440 1.0508 0.5592  0.119
H8 3.1887 -0.4721 1.2999  0.117
H9 3.1307 1.3169 2.7903  0.085

Entry 3:
Computed, not measured: 2 unconnected molecules or ions with the total composition C6H9O6S, with ωB97M-V/def2-TZVPD.

Properties
orbital gap (spin up / spin down): 5.37 / 7.02 eV
relative energy (zero: lowest compared OMol25 entry of this formula, charge and spin): 22.7 kcal per mole
total charge: -1
LUMO level (spin up / spin down): 3.597 / 0.852 eV
HOMO (spin up / spin down): -0.0650 / -0.2267 hartree
multiplicity: 3

Each line ends with the Löwdin charge.
Positions of all 22 atoms, in Å:
C1 2.4042 0.4677 -1.8863  -0.041
C2 1.2883 0.8279 -1.2373  -0.153
C3 -2.2972 -0.8777 1.9621  -0.548
C4 -2.6619 0.5342 1.5496  0.004
C5 1.1318 -1.0333 0.6399  0.006
C6 0.8243 0.4293 0.1284  -0.541
O1 -1.6282 -1.6171 1.0741  -0.122
O2 -2.4728 -1.2434 3.1084  0.074
O3 -0.8939 -2.1705 -1.1636  -0.280
O4 -3.0823 -1.2886 -0.8344  -0.313
O5 0.5905 1.2915 0.9308  0.178
O6 -1.1351 0.2009 -0.6463  -0.325
S1 -1.6644 -1.1700 -0.5199  0.450
H1 2.6562 0.7726 -2.9409  0.051
H2 3.0987 -0.1642 -1.4318  0.008
H3 0.6245 1.5616 -1.6175  0.083
H4 -3.3293 0.8412 2.3113  0.077
H5 -3.0576 0.4245 0.5084  0.077
H6 -1.7718 1.0537 1.3179  0.052
H7 0.4469 -1.2244 1.4978  0.077
H8 0.9845 -1.6395 -0.2995  0.092
H9 2.1188 -0.9810 1.2042  0.093

Entry 4:
Computed, not measured: C6H9OP in the gas phase, with ωB97M-V/def2-TZVPD.

Properties
orbital gap: 7.81 eV
relative energy (zero: lowest compared OMol25 entry of this formula, charge and spin): 49.8 kcal per mole
LUMO level: 0.076 eV
HOMO: -0.2841 hartree

Each line ends with the Löwdin charge.
Positions of all 17 atoms, in Å:
C1 0.4203 0.1164 0.5050  -0.285
C2 -0.6850 -0.8192 0.6036  -0.222
C3 1.7812 -0.3650 1.3049  0.113
C4 1.7507 -0.3964 0.0044  -0.249
C5 2.5394 -0.6540 -1.2403  -0.035
C6 -2.4268 1.4861 -0.0240  -0.186
O1 -3.4760 -1.1412 0.2560  -0.399
P1 -2.2547 -0.3759 0.0384  0.758
H1 0.0823 1.1099 0.5029  0.072
H2 -0.5387 -1.8168 0.6787  0.026
H3 1.9425 -0.5054 2.3662  0.097
H4 3.6354 -0.6073 -0.9731  0.103
H5 2.4065 0.0764 -1.9674  0.046
H6 2.2802 -1.5418 -1.7891  0.073
H7 -1.5699 1.6856 -0.6128  0.006
H8 -3.3826 1.7655 -0.5322  0.064
H9 -2.5047 1.9831 0.8787  0.017

| no. | strongest force on any atom (eV/A) |
| --- | --- |
| 1 | 7.07 |
| 2 | 3.49 |
| 3 | 7.27 |
| 4 | 4.91 |